1.
This record from the Open Molecules 2025 dataset describes a structure of composition C18H35AuN3SSi3. The level of theory is the ωB97M-V functional and the def2-TZVPD basis.

Values from the calculation:
- HOMO: -0.4097 Ha
- HOMO-LUMO gap: 7.4 eV

```
! RIJCOSX wB97M-V def2-TZVPD def2/J DEFGRID3
* xyz 1 1
Au 0.17 1.31 0.60
C -1.35 -2.70 4.34
Si -2.47 -3.04 2.89
C -4.25 -3.09 3.45
C -1.98 -4.64 2.06
C -2.37 -1.74 1.50
C -3.28 -1.85 0.46
C -3.30 -0.96 -0.62
C -2.32 -0.01 -0.69
N -1.39 0.07 0.27
C -1.46 -0.68 1.39
S -0.35 -0.06 2.59
H -1.58 -3.43 5.12
H -1.51 -1.70 4.76
H -0.30 -2.80 4.09
H -4.38 -3.85 4.22
H -4.94 -3.34 2.63
H -4.55 -2.13 3.87
H -2.08 -5.48 2.75
H -0.94 -4.61 1.73
H -2.60 -4.86 1.19
H -4.02 -2.64 0.49
H -4.05 -1.03 -1.39
H -2.25 0.70 -1.50
C 1.00 2.27 -4.29
Si -0.06 1.60 -2.90
C -1.40 2.89 -2.58
C -0.71 -0.06 -3.49
C 1.02 1.51 -1.35
Si 2.38 0.17 -1.25
C 3.42 0.28 -2.80
C 1.59 -1.52 -1.12
C 3.53 0.38 0.22
H 0.35 2.52 -5.13
H 1.74 1.55 -4.65
H 1.52 3.19 -4.01
H -2.31 2.68 -3.14
H -1.04 3.86 -2.92
H -1.66 2.99 -1.52
H -1.59 0.08 -4.12
H -0.97 -0.77 -2.71
H 0.06 -0.53 -4.11
H 1.44 2.52 -1.31
H 2.90 -0.14 -3.67
H 4.34 -0.29 -2.66
H 3.70 1.31 -3.04
H 0.86 -1.71 -1.91
H 1.09 -1.66 -0.15
H 2.36 -2.29 -1.19
H 4.05 1.34 0.21
H 4.30 -0.40 0.15
H 3.03 0.26 1.18
N 3.06 4.12 1.74
C 2.90 3.44 2.92
C 1.96 2.50 2.68
N 1.57 2.59 1.36
C 2.25 3.58 0.82
H 3.68 4.90 1.57
H 3.45 3.70 3.81
H 1.54 1.76 3.35
H 2.17 3.94 -0.19
*
```

2.
This record from the Open Molecules 2025 dataset describes a cluster of 2 separate species, C18H35B3Br2NO6 in total. The level of theory is the ωB97M-V functional and the def2-TZVPD basis.

Values from the calculation:
- HOMO: -0.4309 Ha
- HOMO-LUMO gap: 9.3 eV

```
! RIJCOSX wB97M-V def2-TZVPD def2/J DEFGRID3
* xyz 1 1
C -5.79 1.11 3.87
C -5.25 2.58 4.30
O -5.48 3.56 3.55
O -4.53 2.75 5.53
C -3.23 3.28 5.22
O -3.13 4.52 5.05
C -1.88 2.42 5.13
B -1.99 1.06 4.26
O -2.53 -0.19 4.79
B -2.16 -1.25 3.86
O -2.67 -1.13 2.51
B -2.25 0.18 2.04
C -2.68 0.54 0.50
Br -4.68 0.30 0.37
C -2.24 2.01 0.03
C -2.80 3.21 0.99
Br -3.15 2.31 -1.75
O -1.48 1.06 2.89
H -6.54 0.72 4.65
H -4.86 0.42 3.80
H -6.27 1.23 2.83
H -1.53 2.22 6.20
H -1.09 3.09 4.62
H -1.45 -2.16 4.13
H -2.23 -0.20 -0.26
H -1.09 2.08 -0.10
H -2.84 4.14 0.31
H -2.03 3.36 1.82
H -3.84 2.92 1.36
C 0.39 -0.75 0.23
C 1.69 -1.53 0.08
C 2.83 -0.74 -0.57
C 2.69 -0.19 -1.99
N 2.73 -1.14 -3.20
C 1.59 -2.14 -3.28
C 0.39 -1.32 -3.70
C 0.94 -0.35 -4.72
C 2.44 -0.26 -4.46
C 4.10 -1.79 -3.45
C 4.58 -2.77 -2.38
C 5.82 -2.25 -1.66
H 0.01 -0.40 -0.73
H -0.37 -1.38 0.69
H 0.54 0.12 0.88
H 1.50 -2.47 -0.43
H 2.02 -1.82 1.09
H 3.74 -1.32 -0.45
H 2.99 0.14 0.07
H 3.53 0.50 -2.15
H 1.78 0.40 -2.07
H 1.84 -2.87 -4.06
H 1.47 -2.67 -2.34
H -0.03 -0.77 -2.85
H -0.41 -1.94 -4.10
H 0.46 0.62 -4.66
H 0.77 -0.72 -5.74
H 2.79 0.76 -4.26
H 3.00 -0.67 -5.30
H 4.81 -0.97 -3.61
H 4.00 -2.33 -4.40
H 4.87 -3.70 -2.88
H 3.79 -3.04 -1.68
H 6.67 -2.23 -2.34
H 6.07 -2.90 -0.82
H 5.68 -1.23 -1.28
*
```

3.
This record from the Open Molecules 2025 dataset describes a structure of composition C18H35CeN2S. The level of theory is the ωB97M-V functional and the def2-TZVPD basis.

Values from the calculation:
- HOMO (alpha / beta): -0.5097 / -0.5082 Ha
- HOMO-LUMO gap (alpha / beta): 6.3 / 6.3 eV
- <S²>: 0.7521

```
! RIJCOSX wB97M-V def2-TZVPD def2/J DEFGRID3
* xyz 2 2
C 0.98 1.54 -2.13
H 1.85 1.78 -1.42
H 1.30 1.24 -3.18
H 1.91 -0.68 1.19
C -0.12 2.57 -1.99
H -1.06 2.08 -2.28
H -0.26 2.81 -0.92
C 0.17 3.86 -2.75
H -0.69 4.54 -2.79
H 1.09 4.27 -2.32
H 0.47 3.51 -3.74
C -1.09 -2.02 -0.92
C -1.73 -1.09 -1.81
C -0.77 -0.73 -2.82
C 0.48 -1.38 -2.52
C 0.28 -2.19 -1.33
C 1.24 -3.17 -0.77
C 1.68 -1.43 -3.39
C -1.07 -0.01 -4.09
C -3.21 -0.88 -1.89
C -1.76 -2.84 0.13
Ce 0.32 0.10 -0.60
H 2.54 -1.82 -2.82
H 1.54 -2.08 -4.26
H 1.93 -0.44 -3.77
H 2.26 -2.92 -1.06
H 1.19 -3.18 0.33
H 1.02 -4.19 -1.13
H -2.74 -2.44 0.40
H -1.89 -3.89 -0.18
H -1.18 -2.86 1.06
H -3.45 0.00 -2.50
H -3.77 -1.74 -2.30
H -3.61 -0.67 -0.89
H -0.38 0.83 -4.24
H -0.97 -0.66 -4.98
H -2.09 0.40 -4.09
C -1.71 -0.06 2.49
N -0.63 0.61 3.20
C -1.01 1.74 4.04
C 0.65 0.26 2.99
S 0.97 -1.20 2.00
N 1.64 0.87 3.72
C 1.49 0.82 5.19
C 3.04 0.73 3.28
H -2.64 0.06 3.06
H -1.53 -1.15 2.41
H -1.88 0.38 1.48
H -1.07 1.47 5.10
H -0.30 2.56 3.91
H -2.00 2.08 3.72
H 2.43 0.48 5.64
H 1.25 1.83 5.56
H 0.69 0.12 5.48
H 3.38 -0.32 3.23
H 3.15 1.18 2.28
H 3.66 1.29 3.99
*
```

4.
This record from the Open Molecules 2025 dataset describes a cluster of 2 separate species, C18H35Cl3NO2PS2 in total. The level of theory is the ωB97M-V functional and the def2-TZVPD basis.

Values from the calculation:
- HOMO: -0.3017 Ha
- HOMO-LUMO gap: 7.7 eV
- SMILES: CC[C@@H](Cl)P(CCCSC(=S)N(CC)CC)[C@@H](Cl)[C@@H](C)Cl.CCOC(C)=O

```
! RIJCOSX wB97M-V def2-TZVPD def2/J DEFGRID3
* xyz 0 1
C -2.42 3.11 -0.28
C -2.48 2.72 -1.91
C -1.27 3.37 -2.78
Cl -0.52 4.91 -1.98
P 0.07 2.14 -3.41
C 1.76 2.48 -2.50
C 1.65 2.49 -0.88
C 2.39 3.85 -0.24
S 3.18 3.52 1.44
C 1.87 3.53 2.82
S 1.60 4.85 3.88
N 1.06 2.27 2.98
C 2.01 1.20 3.52
C 2.41 0.20 2.24
C -0.15 2.45 3.86
C -1.12 1.10 3.76
C -0.43 0.30 -3.02
Cl 0.67 -0.94 -3.87
C -0.50 -0.05 -1.43
C -1.72 -1.18 -1.26
Cl 1.07 -0.93 -0.98
H -2.54 4.28 -0.09
H -1.49 2.64 0.27
H -3.37 2.62 0.24
H -2.68 1.58 -2.05
H -3.48 3.26 -2.28
H -1.77 3.79 -3.78
H 2.09 3.58 -2.83
H 2.63 1.77 -2.91
H 0.57 2.49 -0.43
H 2.32 1.58 -0.49
H 1.54 4.66 -0.04
H 3.14 4.35 -0.98
H 3.02 1.76 3.79
H 1.56 0.59 4.41
H 2.13 -0.93 2.44
H 3.54 0.36 1.94
H 1.74 0.56 1.35
H -0.82 3.34 3.43
H 0.09 2.57 5.00
H -1.59 0.99 2.68
H -0.53 0.10 3.95
H -2.00 1.11 4.57
H -1.51 0.16 -3.50
H -0.80 0.83 -0.72
H -1.30 -2.27 -1.26
H -2.61 -1.01 -2.02
H -2.18 -1.00 -0.18
C -0.44 -6.73 -2.35
C 0.21 -5.50 -1.75
O -0.70 -4.82 -0.86
C -0.92 -5.16 0.43
C -0.38 -6.46 0.94
O -1.61 -4.44 1.15
H -0.72 -7.46 -1.58
H 0.24 -7.22 -3.05
H -1.36 -6.46 -2.87
H 1.15 -5.72 -1.24
H 0.45 -4.79 -2.55
H -1.18 -7.21 0.91
H -0.05 -6.32 1.97
H 0.48 -6.83 0.39
*
```

5.
This record from the Open Molecules 2025 dataset describes the molecule C18H35N2O5P. The level of theory is the ωB97M-V functional and the def2-TZVPD basis.

Values from the calculation:
- HOMO: -0.3140 Ha
- HOMO-LUMO gap: 8.1 eV
- SMILES: COCCCCCCCCCCC[C@](OC=O)([PH2]=N)N(C(C)=O)C(C)=O

```
! RIJCOSX wB97M-V def2-TZVPD def2/J DEFGRID3
* xyz 0 1
C -0.77 -2.95 2.26
O -0.40 -3.75 1.04
C -1.66 -4.26 0.40
C -1.77 -3.80 -1.19
C -1.93 -2.15 -1.27
C -3.52 -1.78 -1.39
C -3.84 -0.17 -1.51
C -4.35 0.34 -0.03
C -3.50 1.59 0.61
C -1.87 1.45 0.49
C -1.30 3.02 0.34
C 0.19 3.04 1.04
C 1.40 2.63 -0.04
C 2.26 1.31 0.51
O 1.22 0.25 0.71
C 1.03 -0.46 -0.59
O 1.30 -1.78 -0.76
P 3.00 1.66 2.23
N 3.77 3.09 2.20
N 3.22 0.77 -0.52
C 3.64 1.78 -1.56
C 3.03 1.57 -3.10
O 4.42 2.84 -1.32
C 4.36 -0.03 0.05
C 4.13 -1.48 0.83
O 5.66 0.38 -0.02
H 0.18 -2.95 2.97
H -1.63 -3.52 2.84
H -1.04 -1.84 1.97
H -2.63 -3.80 0.92
H -1.62 -5.45 0.51
H -2.71 -4.37 -1.63
H -0.83 -4.19 -1.78
H -1.32 -1.80 -2.20
H -1.44 -1.73 -0.27
H -4.06 -2.28 -0.45
H -3.95 -2.30 -2.35
H -4.75 -0.07 -2.27
H -2.97 0.46 -1.98
H -5.46 0.74 -0.19
H -4.43 -0.51 0.78
H -3.75 1.60 1.77
H -3.83 2.66 0.21
H -1.42 0.94 1.46
H -1.48 0.85 -0.43
H -2.04 3.67 1.00
H -1.33 3.37 -0.78
H 0.17 2.35 1.98
H 0.40 4.15 1.42
H 0.95 2.40 -1.11
H 2.06 3.59 -0.15
H 0.58 0.18 -1.47
H 3.88 0.59 2.72
H 1.91 1.76 3.18
H 3.74 3.50 1.25
H 2.85 2.64 -3.53
H 1.96 1.07 -2.93
H 3.72 0.91 -3.77
H 3.29 -1.44 1.64
H 5.15 -1.82 1.30
H 3.86 -2.32 0.01
*
```

6.
This record from the Open Molecules 2025 dataset describes the ion C18H35N2O6S with charge +1. The level of theory is the ωB97M-V functional and the def2-TZVPD basis.

Values from the calculation:
- HOMO: -0.4265 Ha
- HOMO-LUMO gap: 9.3 eV
- SMILES: CCC[C@@H]1C[C@@H](C(=O)N[C@@H]([C@H]2O[C@H](SC)[C@H](O)[C@@H](O)[C@H]2O)[C@@H](C)O)[N@H+](C)C1

```
! RIJCOSX wB97M-V def2-TZVPD def2/J DEFGRID3
* xyz 1 1
C 5.32 1.87 3.07
C 4.25 1.45 2.06
C 4.78 0.36 1.12
C 3.76 -0.04 0.06
C 2.52 -0.75 0.61
C 1.95 -1.48 -0.62
C 0.97 -0.57 -1.40
O 1.34 -0.19 -2.51
N -0.17 -0.28 -0.81
C -1.11 0.72 -1.29
C -2.49 0.23 -0.82
O -2.38 -0.10 0.56
C -3.49 -0.78 1.05
S -3.61 -2.49 0.32
C -3.62 -3.47 1.85
C -4.81 -0.03 0.84
O -5.92 -0.77 1.26
C -4.96 0.39 -0.63
O -6.04 1.27 -0.79
C -3.69 1.15 -1.07
O -3.59 2.33 -0.32
C -0.61 2.12 -0.80
C -1.07 3.25 -1.72
O -0.90 2.33 0.54
N 3.09 -1.66 -1.55
C 3.28 -3.01 -2.07
C 4.30 -1.08 -0.93
H 5.62 1.02 3.68
H 6.19 2.26 2.56
H 4.93 2.64 3.73
H 3.94 2.31 1.48
H 3.38 1.08 2.60
H 5.06 -0.52 1.71
H 5.68 0.73 0.63
H 3.45 0.86 -0.49
H 1.81 -0.06 1.04
H 2.82 -1.47 1.38
H 1.48 -2.43 -0.37
H -0.38 -0.59 0.13
H -1.08 0.71 -2.39
H -2.69 -0.70 -1.38
H -3.31 -0.93 2.12
H -2.68 -3.34 2.37
H -4.46 -3.18 2.47
H -3.73 -4.51 1.54
H -4.80 0.87 1.46
H -5.92 -1.62 0.79
H -5.09 -0.50 -1.26
H -6.79 0.92 -0.30
H -3.76 1.38 -2.14
H -4.48 2.73 -0.31
H 0.49 2.08 -0.85
H -2.15 3.34 -1.71
H -0.65 4.18 -1.35
H -0.72 3.08 -2.73
H -1.86 2.48 0.62
H 2.76 -1.02 -2.35
H 4.10 -3.02 -2.79
H 3.52 -3.70 -1.26
H 2.38 -3.35 -2.58
H 4.96 -0.65 -1.68
H 4.83 -1.86 -0.38
*
```

7.
This record from the Open Molecules 2025 dataset describes a cluster of 9 separate species, C18H35N3O28S6 in total. The level of theory is the ωB97M-V functional and the def2-TZVPD basis.

Values from the calculation:
- HOMO: -0.3109 Ha
- HOMO-LUMO gap: 8.1 eV
- SMILES: C[N+](=O)[O-].C[N+](=O)[O-].O=S1(=O)OCCO1.O=S1(=O)OCCO1.O=S1(=O)OCCO1.O=S1(=O)OCCO1.O=S1(=O)OCCO1.O=S1(=O)OCCO1.c1cc[nH]c1

```
! RIJCOSX wB97M-V def2-TZVPD def2/J DEFGRID3
* xyz 0 1
C -13.17 -28.08 -2.85
N -13.95 -29.21 -2.29
O -14.54 -29.95 -3.03
O -13.78 -29.50 -1.12
H -12.19 -28.48 -3.10
H -13.15 -27.33 -2.05
H -13.68 -27.63 -3.71
C -10.16 -24.67 -10.83
N -9.50 -25.31 -9.65
O -10.29 -25.50 -8.70
O -8.26 -25.57 -9.74
H -11.25 -24.80 -10.83
H -9.70 -25.11 -11.72
H -10.13 -23.59 -10.78
O -9.20 -23.34 0.32
S -7.81 -23.50 0.70
O -7.35 -23.44 2.12
O -7.10 -24.71 -0.24
C -7.03 -24.32 -1.62
C -6.60 -22.85 -1.49
O -6.91 -22.37 -0.20
H -6.32 -24.98 -2.11
H -8.04 -24.40 -2.03
H -7.10 -22.20 -2.21
H -5.51 -22.84 -1.55
O -18.91 -24.08 -7.84
S -18.60 -25.47 -8.21
O -17.69 -25.72 -9.32
O -18.25 -26.28 -6.87
C -19.38 -26.36 -6.04
C -20.55 -26.55 -7.05
O -20.01 -26.26 -8.35
H -19.22 -27.19 -5.35
H -19.52 -25.46 -5.44
H -21.44 -25.94 -6.86
H -20.97 -27.55 -6.96
O 0.92 -31.85 -11.34
S 0.43 -30.79 -12.16
O 1.28 -30.24 -13.25
O -1.04 -31.27 -12.82
C -2.14 -30.97 -11.99
C -1.50 -30.17 -10.75
O -0.29 -29.59 -11.21
H -2.78 -30.23 -12.46
H -2.77 -31.82 -11.73
H -1.19 -30.83 -9.94
H -2.20 -29.47 -10.30
O -2.85 -25.72 -17.14
S -3.80 -24.66 -17.47
O -5.16 -24.70 -17.03
O -3.13 -23.32 -16.97
C -2.70 -22.47 -18.00
C -2.55 -23.42 -19.24
O -3.71 -24.23 -19.08
H -3.57 -21.82 -18.14
H -1.89 -21.78 -17.80
H -1.61 -23.97 -19.30
H -2.55 -22.97 -20.23
O -14.48 -21.22 -4.80
S -13.68 -20.07 -5.25
O -12.76 -19.33 -4.33
O -12.88 -20.27 -6.69
C -12.78 -19.04 -7.36
C -13.95 -18.18 -6.92
O -14.66 -18.98 -5.98
H -11.90 -18.48 -7.03
H -12.68 -19.22 -8.43
H -14.56 -18.08 -7.82
H -13.66 -17.26 -6.41
O -11.60 -27.95 -19.60
S -10.93 -28.90 -18.69
O -11.17 -28.79 -17.27
O -11.22 -30.52 -19.10
C -10.11 -31.30 -18.67
C -8.85 -30.40 -18.82
O -9.33 -29.11 -19.08
H -10.37 -31.44 -17.63
H -9.98 -32.28 -19.14
H -8.23 -30.73 -19.66
H -8.20 -30.30 -17.95
C -7.60 -17.12 -11.90
C -8.47 -17.55 -12.81
C -8.00 -18.63 -13.45
N -6.73 -18.93 -12.91
C -6.51 -17.94 -11.95
H -7.65 -16.28 -11.21
H -9.42 -17.06 -12.92
H -8.37 -19.29 -14.23
H -6.10 -19.66 -13.20
H -5.54 -17.83 -11.49
*
```